# 1
{"formula": "C17H24N4O5P", "method": "wB97M-V/def2-TZVPD", "gap_ev": 6.1, "total_charge": 1, "e_tot_ev": -43498.32487, "fmax_ha_per_bohr": 0.052, "e_homo_ev": -10.83, "species": ["N", "N", "C", "C", "C", "C", "O", "O", "P", "O", "O", "O", "N", "C", "N", "H", "H", "H", "H", "H", "H", "H", "H", "H", "H", "H", "H", "C", "C", "C", "C", "C", "C", "H", "H", "H", "H", "H", "H", "C", "C", "C", "C", "C", "C", "H", "H", "H", "H", "H", "H"], "xyz": [[5.126, -1.177, -1.016], [3.996, -1.048, -0.094], [2.908, -0.090, -0.443], [1.797, -0.954, -1.025], [0.390, -0.364, -0.816], [-0.751, -1.362, -0.847], [-1.454, -1.502, -1.814], [-1.028, -2.086, 0.304], [2.014, -1.485, -2.808], [0.809, -1.175, -3.542], [3.279, -0.714, -3.406], [2.400, -3.046, -2.931], [1.988, -2.057, 0.009], [3.356, -2.198, 0.078], [3.917, -3.386, 0.282], [5.148, -0.329, -1.561], [4.988, -1.960, -1.636], [2.482, 0.220, 0.503], [3.199, 0.802, -0.971], [0.217, 0.452, -1.498], [0.396, 0.032, 0.196], [-0.503, -2.880, 0.373], [3.782, -1.345, -3.937], [2.365, -3.544, -2.113], [1.663, -2.979, -0.253], [3.469, -4.008, 0.933], [4.739, -3.732, -0.182], [-5.738, 0.809, 0.723], [-6.233, 0.823, -0.576], [-5.491, 0.268, -1.610], [-4.257, -0.308, -1.341], [-3.770, -0.331, -0.045], [-4.505, 0.234, 0.990], [-6.317, 1.246, 1.526], [-7.197, 1.269, -0.781], [-5.873, 0.287, -2.622], [-3.678, -0.746, -2.142], [-2.818, -0.795, 0.152], [-4.120, 0.221, 2.002], [1.295, 3.375, 2.953], [0.752, 2.121, 2.712], [-0.601, 1.991, 2.424], [-1.410, 3.115, 2.368], [-0.866, 4.369, 2.606], [0.484, 4.499, 2.902], [2.348, 3.477, 3.182], [1.385, 1.241, 2.752], [-1.026, 1.010, 2.244], [-2.463, 3.014, 2.140], [-1.496, 5.247, 2.563], [0.904, 5.477, 3.093]], "forces_ev_per_angstrom": [[0.5, 0.3, 1.4], [-0.1, -0.1, -2.7], [-0.4, 0.4, 0.5], [-0.5, -0.5, 0.8], [0.5, 0.0, 0.9], [-1.2, -0.8, -2.1], [0.9, 0.2, 1.2], [0.4, 0.8, 0.0], [-1.2, 0.3, -1.3], [-0.5, 0.2, 0.0], [0.3, -0.6, 0.8], [0.6, 0.5, 0.6], [1.4, -0.9, -0.8], [-0.4, 0.0, 1.1], [-0.1, -0.3, -0.1], [0.1, 0.2, 0.0], [-0.3, 0.0, -0.3], [0.2, 0.4, 0.4], [0.4, 0.0, -0.4], [-0.2, 0.0, -0.4], [0.0, 0.3, 0.2], [0.1, -0.4, 0.1], [0.3, 0.2, -0.4], [0.0, -0.4, 0.0], [-0.8, 0.1, 0.3], [-0.2, -0.4, -0.2], [0.6, 0.4, 0.4], [0.0, 0.0, 0.0], [0.0, 0.0, 0.0], [0.0, 0.0, 0.1], [-0.1, 0.0, -0.2], [-0.1, 0.2, 0.1], [0.0, 0.0, 0.0], [0.0, 0.0, 0.0], [0.0, 0.0, 0.0], [0.0, 0.0, 0.0], [0.0, 0.0, 0.0], [-0.2, 0.0, 0.2], [0.0, 0.0, 0.0], [0.0, 0.0, 0.0], [0.0, -0.1, -0.1], [0.0, -0.1, -0.1], [0.0, 0.0, 0.0], [0.0, 0.0, 0.0], [0.0, 0.0, 0.0], [0.0, 0.0, 0.0], [0.0, 0.0, 0.1], [0.0, 0.0, 0.0], [0.0, 0.0, 0.0], [0.0, 0.0, 0.0], [0.0, 0.0, 0.0]]}

***

# 2
{"formula": "C17H24O5", "method": "wB97M-V/def2-TZVPD", "gap_ev": 9.1, "e_tot_ev": -28256.71236, "relative_energy_kj_mol": 14.55, "fmax_ha_per_bohr": 0.012, "e_homo_ev": -8.26, "species": ["C", "C", "H", "H", "O", "C", "O", "C", "C", "O", "O", "C", "C", "H", "H", "H", "H", "H", "H", "C", "C", "C", "O", "C", "C", "C", "C", "C", "C", "C", "H", "H", "H", "H", "H", "H", "H", "H", "H", "H", "H", "H", "H", "H", "H", "H"], "xyz": [[-0.407, -0.655, -2.961], [0.899, -1.184, -2.389], [0.784, -2.210, -2.035], [1.696, -1.130, -3.138], [1.304, -0.439, -1.236], [1.995, 0.681, -1.434], [2.326, 1.104, -2.506], [2.301, 1.379, -0.109], [2.335, 0.357, 1.016], [1.630, 0.357, 1.989], [3.297, -0.534, 0.785], [3.422, -1.617, 1.711], [2.446, -2.736, 1.378], [2.601, -3.570, 2.057], [1.424, -2.381, 1.483], [2.599, -3.073, 0.356], [3.242, -1.241, 2.723], [4.456, -1.953, 1.616], [3.311, 1.791, -0.203], [1.318, 2.544, 0.119], [-0.165, 2.191, -0.057], [-0.918, 2.008, 1.267], [-2.233, 1.540, 1.044], [-2.423, 0.247, 0.651], [-1.454, -0.749, 0.685], [-1.761, -2.034, 0.267], [-3.029, -2.339, -0.188], [-3.998, -1.348, -0.214], [-3.718, -0.058, 0.199], [-4.756, 1.020, 0.180], [-4.404, 1.868, -0.405], [-5.688, 0.655, -0.241], [-4.937, 1.380, 1.192], [-4.993, -1.581, -0.565], [-3.266, -3.339, -0.519], [-0.998, -2.798, 0.300], [-0.459, -0.538, 1.039], [-1.050, 2.974, 1.762], [-0.366, 1.347, 1.940], [-0.665, 2.982, -0.620], [-0.273, 1.272, -0.632], [1.483, 2.936, 1.124], [1.585, 3.323, -0.596], [-1.191, -0.690, -2.208], [-0.704, -1.269, -3.807], [-0.279, 0.370, -3.301]], "forces_ev_per_angstrom": [[0.3, 0.0, 0.3], [-0.2, -0.1, -0.6], [0.1, 0.1, 0.0], [-0.1, -0.1, 0.2], [-0.2, -0.1, 0.3], [0.4, 0.2, 0.2], [0.0, 0.1, -0.2], [-0.1, 0.0, 0.0], [0.1, 0.3, -0.2], [-0.1, 0.0, 0.2], [0.2, 0.0, -0.2], [-0.1, -0.3, 0.4], [0.2, 0.4, 0.0], [0.0, -0.1, 0.1], [-0.1, 0.0, 0.0], [0.0, -0.1, -0.1], [0.1, -0.1, -0.2], [-0.1, 0.1, 0.0], [-0.1, -0.1, 0.0], [-0.1, -0.2, 0.0], [-0.2, 0.0, 0.2], [0.4, 0.1, -0.1], [-0.4, -0.2, -0.1], [-0.2, -0.2, -0.1], [0.1, 0.3, 0.1], [-0.1, -0.1, 0.0], [0.1, -0.2, 0.0], [0.1, 0.0, 0.0], [0.1, 0.2, 0.0], [0.1, 0.0, 0.0], [-0.1, 0.1, 0.0], [-0.1, 0.0, 0.0], [-0.1, 0.1, 0.0], [-0.1, 0.0, 0.0], [0.0, -0.1, 0.0], [0.1, -0.1, 0.0], [0.1, 0.1, 0.0], [0.1, -0.1, 0.0], [-0.1, 0.1, -0.1], [0.0, -0.1, 0.0], [-0.1, 0.0, -0.1], [0.1, 0.1, 0.0], [0.1, 0.0, 0.1], [-0.1, 0.0, 0.0], [-0.1, -0.1, -0.1], [0.0, 0.1, -0.1]]}

***

# 3
{"formula": "C17H25BF2N8O5Sm", "method": "wB97M-V/def2-TZVPD", "spin_multiplicity": 6, "gap_ev": [8.1, 8.1], "total_charge": 1, "e_tot_ev": -64209.82878, "fmax_ha_per_bohr": 0.039, "e_homo_ev": [-10.65, -10.58], "species": ["Sm", "O", "C", "C", "C", "C", "C", "C", "C", "C", "N", "H", "H", "H", "H", "H", "H", "H", "H", "H", "H", "H", "C", "N", "C", "C", "N", "N", "C", "N", "N", "H", "H", "H", "H", "H", "H", "H", "H", "H", "H", "H", "O", "C", "O", "C", "C", "N", "N", "C", "C", "O", "O", "H", "H", "H", "F", "B", "F"], "xyz": [[-0.577, 0.192, -0.220], [2.028, -0.120, 0.029], [3.152, 0.543, -0.582], [3.308, 0.213, -2.049], [2.038, 0.397, -2.884], [1.448, 1.772, -2.753], [1.849, 2.808, -3.589], [1.307, 4.069, -3.437], [0.360, 4.281, -2.443], [0.011, 3.207, -1.653], [0.542, 1.984, -1.787], [2.075, -1.070, -0.148], [4.055, 0.287, -0.026], [2.961, 1.604, -0.421], [3.657, -0.817, -2.169], [4.113, 0.849, -2.433], [1.303, -0.361, -2.608], [2.263, 0.213, -3.935], [2.574, 2.600, -4.366], [1.605, 4.878, -4.091], [-0.108, 5.243, -2.292], [-0.744, 3.321, -0.880], [1.438, -1.172, 5.202], [0.497, -1.441, 4.116], [0.054, -2.817, 3.945], [0.176, -0.536, 3.161], [-0.360, -0.820, 2.023], [0.407, 0.784, 3.532], [0.419, 1.919, 2.739], [0.661, 3.050, 3.460], [0.278, 1.888, 1.463], [0.926, -0.984, 6.148], [2.089, -0.335, 4.957], [2.082, -2.040, 5.327], [0.144, -3.330, 4.899], [0.656, -3.355, 3.207], [-0.993, -2.847, 3.646], [-0.434, -1.819, 1.871], [0.537, 0.936, 4.515], [0.579, 3.056, 4.461], [0.540, 3.938, 3.006], [0.377, 2.825, 1.087], [-2.797, -3.440, -4.152], [-3.676, -3.578, -3.161], [-4.719, -4.155, -3.300], [-3.367, -2.906, -1.863], [-4.337, -2.723, -0.901], [-3.768, -2.057, 0.119], [-2.468, -1.804, -0.092], [-2.224, -2.320, -1.290], [-0.858, -2.119, -1.849], [-0.668, -2.130, -3.054], [0.035, -1.821, -0.937], [-2.029, -2.899, -3.859], [-5.372, -3.024, -0.889], [-4.205, -1.718, 0.958], [-2.126, 0.743, -1.955], [-2.757, 1.234, -0.788], [-3.956, 1.724, -1.015]], "forces_ev_per_angstrom": [[1.2, 0.6, 1.6], [-0.1, -0.2, -0.1], [-0.3, 0.0, 0.3], [0.2, 0.0, -0.1], [-0.1, 0.0, 0.0], [-0.1, 0.1, 0.1], [0.1, -0.1, 0.0], [0.0, 0.1, 0.0], [0.0, -0.1, 0.0], [0.0, 0.1, 0.0], [-0.1, -0.1, 0.1], [0.1, 0.0, -0.1], [0.1, 0.0, 0.0], [0.0, 0.0, -0.1], [0.0, 0.0, 0.0], [0.0, 0.0, 0.0], [-0.1, 0.0, 0.0], [0.1, 0.0, 0.0], [0.0, 0.1, 0.0], [0.0, 0.0, 0.0], [0.0, 0.0, 0.0], [0.0, 0.0, 0.0], [0.0, 0.0, -0.1], [0.0, 0.0, 0.0], [0.1, 0.0, 0.0], [0.0, 0.0, 0.0], [0.0, 0.1, -0.1], [0.0, 0.1, -0.2], [0.1, -0.2, 0.3], [0.0, 0.0, -0.1], [-0.1, 0.0, -0.1], [0.0, 0.0, 0.0], [0.0, 0.0, 0.0], [0.0, 0.0, 0.0], [0.0, 0.0, 0.0], [0.0, 0.0, 0.0], [0.0, 0.0, 0.0], [0.0, 0.0, 0.0], [0.0, 0.0, 0.0], [0.0, 0.0, 0.0], [0.0, 0.0, 0.0], [0.0, 0.0, 0.0], [-0.1, 0.0, 0.3], [0.0, 0.3, -0.3], [0.0, -0.1, 0.0], [-0.2, 0.0, 0.2], [0.0, 0.1, 0.2], [0.0, 0.0, 0.0], [-0.1, 0.0, -0.1], [0.3, -0.2, -0.4], [0.5, -0.1, 0.5], [0.1, -0.2, -0.1], [-0.3, -0.4, -0.9], [0.1, 0.0, -0.1], [0.0, 0.0, 0.0], [0.0, 0.0, 0.0], [-0.5, 0.0, -0.8], [-0.5, 0.4, 0.5], [0.0, 0.0, -0.3]]}